1.
{
  "formula": "C41H29BrCl2N4O3PRhS2",
  "method": "ωB97M-V/def2-TZVPD",
  "spin_multiplicity": 1,
  "energy_ev": -184147.796,
  "gap_ev": [7.00, 6.99],
  "e_above_lowest_ev": 0.000,
  "homo_energy_ev": [-7.93, -7.93],
  "species": ["Rh", "S", "C", "S", "C", "C", "N", "C", "N", "O", "P", "C", "C", "C", "C", "C", "C", "C", "C", "C", "C", "C", "C", "C", "C", "C", "C", "C", "C", "H", "H", "H", "H", "H", "H", "H", "H", "H", "H", "H", "H", "H", "H", "H", "Br", "C", "C", "C", "C", "N", "C", "H", "H", "H", "H", "Cl", "C", "C", "C", "C", "C", "Cl", "C", "N", "C", "C", "C", "C", "C", "C", "C", "C", "O", "O", "H", "H", "H", "H", "H", "H", "H", "H", "H", "H"],
  "coordinates": [[0.295, 0.660, -0.962], [2.552, 0.073, -1.086], [2.112, -1.108, -2.257], [0.584, -0.638, -2.871], [2.794, -2.247, -2.580], [4.047, -2.545, -1.961], [5.044, -2.786, -1.437], [2.201, -3.209, -3.457], [1.688, -3.989, -4.132], [-1.160, -0.950, -0.495], [-1.380, -2.422, -0.197], [-2.471, -2.553, 1.225], [-3.097, -1.397, 1.682], [-4.010, -1.473, 2.726], [-4.297, -2.698, 3.308], [-3.666, -3.853, 2.858], [-2.755, -3.782, 1.817], [-2.175, -3.323, -1.530], [-1.430, -3.628, -2.671], [-2.019, -4.302, -3.727], [-3.354, -4.677, -3.650], [-4.101, -4.378, -2.520], [-3.516, -3.700, -1.460], [0.138, -3.297, 0.180], [0.270, -4.670, -0.032], [1.476, -5.298, 0.239], [2.551, -4.562, 0.721], [2.423, -3.197, 0.937], [1.219, -2.567, 0.670], [-2.865, -0.449, 1.212], [-4.501, -0.576, 3.081], [-5.014, -2.759, 4.116], [-3.889, -4.807, 3.316], [-2.265, -4.683, 1.465], [-0.386, -3.359, -2.729], [-1.428, -4.540, -4.601], [-3.814, -5.207, -4.475], [-5.140, -4.675, -2.459], [-4.106, -3.464, -0.584], [-0.555, -5.240, -0.441], [1.584, -6.357, 0.049], [3.497, -5.050, 0.917], [3.269, -2.620, 1.287], [1.122, -1.502, 0.830], [-4.954, 1.833, -2.933], [-3.697, 2.194, -1.579], [-3.919, 3.193, -0.651], [-2.960, 3.399, 0.323], [-1.830, 2.604, 0.335], [-1.627, 1.639, -0.562], [-2.542, 1.442, -1.517], [-4.818, 3.792, -0.691], [-3.075, 4.177, 1.064], [-1.065, 2.750, 1.084], [-2.350, 0.654, -2.231], [0.909, 1.219, 1.583], [2.612, 1.450, 1.930], [3.256, 0.532, 2.735], [4.580, 0.766, 3.065], [5.230, 1.897, 2.594], [4.561, 2.794, 1.777], [5.394, 4.177, 1.168], [3.231, 2.585, 1.405], [2.555, 3.387, 0.490], [2.035, 4.654, 0.750], [2.102, 5.231, 2.015], [1.517, 6.467, 2.253], [0.853, 7.133, 1.235], [0.798, 6.555, -0.027], [1.393, 5.331, -0.299], [1.353, 4.754, -1.699], [0.369, 3.588, -1.828], [-0.781, 3.778, -2.160], [0.934, 2.429, -1.547], [2.725, -0.334, 3.107], [5.109, 0.065, 3.696], [6.269, 2.078, 2.835], [2.137, 2.900, -0.299], [2.608, 4.703, 2.815], [1.571, 6.900, 3.244], [0.391, 8.094, 1.416], [0.292, 7.072, -0.834], [2.346, 4.404, -1.990], [1.013, 5.517, -2.395]],
  "lowdin_charge": [0.61, 0.71, -1.07, 0.73, -0.35, -0.24, 0.17, -0.23, 0.17, -0.46, 0.84, -0.28, -0.06, -0.07, -0.08, -0.07, -0.08, -0.27, -0.09, -0.06, -0.07, -0.07, -0.07, -0.27, -0.08, -0.06, -0.06, -0.08, -0.10, 0.10, 0.11, 0.11, 0.11, 0.11, 0.05, 0.11, 0.11, 0.11, 0.10, 0.11, 0.11, 0.11, 0.11, 0.04, 0.78, -0.66, -0.09, -0.03, -0.14, -0.05, -0.18, 0.11, 0.12, 0.07, 0.10, 0.79, -0.55, -0.10, -0.07, -0.09, -0.58, 0.74, -0.33, 0.06, -0.21, -0.03, -0.09, -0.10, -0.04, -0.15, -0.04, -0.56, 0.08, -0.29, 0.11, 0.11, 0.11, 0.06, 0.11, 0.10, 0.10, 0.11, 0.13, 0.12]
}

2.
{
  "formula": "C41H29ClGeIInN3O3",
  "method": "ωB97M-V/def2-TZVPD",
  "spin_multiplicity": 2,
  "s_squared": 0.80,
  "energy_ev": -135909.999,
  "gap_ev": [5.69, 6.40],
  "homo_energy_ev": [-6.20, -7.01],
  "species": ["In", "O", "C", "C", "C", "C", "C", "C", "C", "N", "N", "C", "O", "C", "C", "C", "C", "C", "C", "H", "H", "H", "H", "H", "H", "H", "H", "H", "H", "Cl", "C", "C", "C", "I", "C", "O", "C", "N", "C", "C", "C", "C", "H", "H", "H", "H", "C", "C", "C", "C", "C", "C", "Ge", "C", "C", "C", "C", "C", "C", "C", "C", "C", "C", "C", "C", "H", "H", "H", "H", "H", "H", "H", "H", "H", "H", "H", "H", "H", "H", "H"],
  "coordinates": [[-0.729, 0.392, 0.998], [0.387, 0.277, -1.398], [-0.229, 0.032, -2.582], [0.351, 0.233, -3.838], [-0.389, 0.005, -5.009], [-1.765, -0.302, -4.940], [-2.389, -0.583, -3.696], [-1.593, -0.503, -2.475], [-2.219, -1.047, -1.320], [-1.650, -1.357, -0.124], [-1.696, -2.553, 0.360], [-1.072, -2.545, 1.546], [-0.490, -1.592, 2.129], [-0.951, -3.882, 2.208], [-1.332, -5.045, 1.564], [-1.323, -6.253, 2.288], [-0.945, -6.329, 3.620], [-0.634, -5.139, 4.274], [-0.499, -3.976, 3.528], [1.362, 0.507, -3.849], [0.144, 0.117, -5.907], [-2.359, -0.361, -5.837], [-3.312, -1.098, -3.701], [-3.220, -1.577, -1.477], [-1.773, -5.009, 0.585], [-1.613, -7.198, 1.731], [-1.043, -7.304, 4.136], [-0.296, -5.118, 5.311], [-0.059, -3.122, 4.049], [-6.357, 4.300, 2.668], [-5.211, 3.503, 1.780], [-4.780, 4.142, 0.634], [-3.596, 3.726, 0.012], [-3.020, 4.462, -1.860], [-2.812, 2.674, 0.575], [-1.696, 2.344, 0.050], [-3.342, 1.963, 1.710], [-2.689, 0.751, 2.090], [-3.230, 0.136, 3.165], [-4.299, 0.534, 3.874], [-5.042, 1.647, 3.404], [-4.522, 2.364, 2.344], [-5.383, 4.913, 0.249], [-2.593, -0.719, 3.491], [-4.617, -0.162, 4.701], [-6.011, 1.975, 3.746], [2.792, 1.961, 3.528], [3.290, 0.761, 3.123], [2.947, 0.300, 1.830], [2.115, 1.002, 0.928], [1.628, 2.264, 1.388], [2.044, 2.779, 2.600], [2.202, 0.655, -1.001], [2.341, 2.290, -2.116], [1.244, 3.165, -2.146], [1.458, 4.407, -2.670], [2.561, 4.597, -3.486], [3.656, 3.753, -3.522], [3.532, 2.488, -2.858], [3.195, -1.009, -1.339], [2.457, -2.158, -1.612], [3.073, -3.357, -1.964], [4.465, -3.400, -2.012], [5.156, -2.262, -1.703], [4.568, -1.060, -1.268], [2.901, 2.356, 4.530], [4.031, 0.140, 3.676], [3.389, -0.621, 1.562], [0.968, 2.964, 0.766], [1.803, 3.832, 2.933], [0.296, 2.843, -1.771], [0.752, 5.179, -2.424], [2.620, 5.421, -4.194], [4.488, 4.050, -4.113], [4.273, 1.693, -2.983], [1.324, -2.173, -1.487], [2.535, -4.258, -2.150], [4.984, -4.309, -2.354], [6.250, -2.236, -1.611], [5.198, -0.280, -0.888]],
  "mulliken_spin": [0.51, 0.03, -0.06, 0.04, -0.04, 0.03, -0.05, 0.03, -0.09, 0.10, 0.03, 0.03, 0.02, 0.01, 0.01, 0.00, 0.01, 0.00, 0.01, 0.00, 0.00, 0.00, 0.00, 0.01, 0.00, 0.00, 0.00, 0.00, 0.01, 0.00, 0.00, 0.00, 0.02, 0.00, 0.01, 0.10, -0.01, 0.05, 0.00, 0.00, 0.01, -0.01, 0.00, 0.00, 0.00, 0.00, 0.03, 0.01, 0.10, 0.17, -0.14, 0.05, -0.02, 0.01, 0.01, 0.00, 0.00, 0.00, 0.00, 0.00, 0.01, 0.00, 0.00, 0.00, 0.00, 0.00, 0.00, 0.00, -0.01, 0.00, 0.00, 0.00, 0.00, 0.00, 0.00, 0.00, 0.00, 0.00, 0.00, 0.00]
}